[1]
A 8-piece molecular cluster, C7H29NO7 overall in a non-equilibrium geometry. Source: the OMol25 dataset; level of theory: the ωB97M-V functional and the def2-TZVPD basis.

Results
- LUMO energy (eV) = 0.5
- relative energy (zero: lowest compared OMol25 entry of this formula, charge and spin) (eV) = 2.068
- SMILES = C=CCCC[C@H](C)N.O.O.O.O.O.O.O
- 2S+1 = 1
- E (eV) = -23550.7303
- Kohn-Sham gap (eV) = 9.2
- charge = 0

The geometry in XYZ format:
```
44
Properties=species:S:1:pos:R:3:forces:R:3
C -2.7028 -2.1326 -0.1284 0.0 -1.9 -0.3
C -3.0692 -0.8891 0.1117 1.1 0.5 -1.2
C -2.1257 0.2679 -0.2169 -2.1 2.2 0.6
C -0.7704 0.0354 -0.8513 1.3 -0.4 0.8
C 0.3703 -0.1610 0.2452 -1.3 2.3 -0.2
C 0.5017 1.1534 1.0621 0.5 0.1 1.6
C 1.9398 1.3690 1.6564 -0.1 -0.7 -0.9
N -0.4597 1.2428 2.2109 -0.3 -0.3 -0.4
H -3.4050 -2.9707 -0.1962 -0.1 0.4 0.7
H -1.7013 -2.5261 -0.3490 -0.3 0.8 -0.1
H -4.0976 -0.7489 0.4253 0.0 0.5 -0.2
H -2.1624 0.9967 0.6186 1.1 -1.0 0.5
H -2.6271 1.1020 -0.7903 -0.4 -1.5 -0.7
H -0.5453 0.9180 -1.4900 -0.1 -1.0 0.8
H -0.7578 -0.8646 -1.5081 -0.4 0.7 0.3
H 1.3793 -0.2658 -0.1375 -0.2 -0.7 -0.5
H 0.0599 -0.9543 0.9040 0.4 -0.5 0.3
H 0.2988 1.9999 0.4046 -0.1 0.0 0.0
H 2.1270 2.4391 1.6845 0.3 0.0 0.1
H 2.0406 0.9671 2.6608 -0.3 0.0 0.3
H 2.7274 0.8212 1.0997 -0.4 0.7 -0.1
H -0.0559 0.7409 2.9897 0.0 0.0 0.1
H -0.6602 2.1843 2.5490 0.3 -0.2 -0.4
O 1.3953 -0.8573 -2.7999 0.2 0.4 -0.8
H 0.8126 -1.6127 -2.9102 0.2 -0.3 0.3
H 2.1388 -1.1489 -2.2663 -0.2 -0.3 0.2
O 0.9402 -2.7657 -0.9339 0.5 -0.4 -0.5
H 1.1991 -3.3690 -0.2272 -0.4 0.2 0.0
H 0.0981 -2.3981 -0.6555 0.1 -0.1 0.3
O 0.1774 -3.6491 1.6306 0.0 -0.1 0.5
H -0.3678 -3.2372 2.3296 0.2 0.0 -0.4
H 0.9685 -3.9794 2.0749 -0.2 0.1 0.1
O 0.4530 4.5006 -0.4403 -0.6 0.1 0.4
H 0.4573 3.8453 -1.1415 0.4 0.1 -0.2
H 1.3320 4.8547 -0.2958 0.2 -0.2 -0.3
O -1.4972 -1.7031 2.9923 0.1 -0.1 0.1
H -1.9961 -1.4812 3.7832 0.0 0.0 0.0
H -1.6428 -0.9639 2.3849 0.0 0.1 0.0
O 3.0604 1.7807 -1.9560 -0.2 0.2 0.4
H 2.1620 2.1194 -1.7604 0.7 -0.6 -0.6
H 2.9692 1.1101 -2.6454 -0.3 0.4 0.2
O 0.3363 1.5990 -3.0228 0.3 -0.2 -1.0
H 0.6891 0.6932 -3.2315 -0.2 0.7 0.5
H 0.0102 1.9377 -3.8634 0.0 0.1 0.1
```
Forces are in eV/Å.

---

[2]
C7H2InO7 as an isolated structure in a non-equilibrium geometry. Source: the OMol25 dataset; level of theory: the ωB97M-V functional and the def2-TZVPD basis.

Results
- LUMO energy (eV) = -2.0
- relative energy (zero: lowest compared OMol25 entry of this formula, charge and spin) (eV) = 4.522
- 2S+1 = 1
- E (eV) = -26789.3967
- Kohn-Sham gap (eV) = 1.3
- charge = -1

The geometry in XYZ format:
```
17
Properties=species:S:1:pos:R:3:forces:R:3
In -0.6080 1.7358 2.9886 0.0 0.1 0.0
C -1.6311 6.7015 5.1422 1.4 0.9 -2.2
O -2.5608 6.0794 4.6651 -4.4 -2.0 -1.1
O -1.5047 7.8971 4.9122 0.1 2.4 0.8
O -0.7311 5.9522 5.5031 3.0 -1.6 2.3
C -0.8181 -2.3373 -1.7012 0.9 -1.3 2.7
C 0.0483 -2.7013 -0.6023 0.4 0.8 -1.9
C 1.5917 -2.8556 -0.9695 0.2 1.3 1.8
O 2.3511 -2.8932 0.0165 -0.3 -0.5 -1.2
C 2.0104 -2.5368 -2.3248 -0.1 -1.5 4.5
C 1.0839 -2.2462 -3.2633 1.6 2.4 -5.6
C -0.3777 -2.0683 -2.9720 -4.2 1.4 -2.3
O -1.3256 -1.6020 -3.7516 3.6 -1.2 0.9
O 1.6122 -1.8929 -4.3949 -2.2 -0.7 1.5
O -0.3812 -2.6225 0.5369 0.5 -0.5 0.9
H -1.8280 -2.2430 -1.3300 -0.3 0.3 -0.7
H 3.0690 -2.3668 -2.4550 -0.1 -0.2 -0.4
```
Forces are in eV/Å.

---

[3]
A 9-piece molecular cluster, C7H30ClN14O12 overall in a non-equilibrium geometry. Source: the OMol25 dataset; level of theory: the ωB97M-V functional and the def2-TZVPD basis.

Results
- LUMO energy (eV) = 1.8
- relative energy (zero: lowest compared OMol25 entry of this formula, charge and spin) (eV) = 19.547
- 2S+1 = 1
- E (eV) = -65683.4392
- Kohn-Sham gap (eV) = 6.7
- charge = -1

The geometry in XYZ format:
```
64
Properties=species:S:1:pos:R:3:forces:R:3
Cl -0.9089 0.5499 -0.6960 -2.6 5.2 4.1
O -0.7908 1.9419 -1.1080 -0.1 -2.3 0.8
O -1.1016 0.4923 0.7787 -2.4 -1.2 -3.5
O -2.0192 0.0318 -1.3346 -3.6 -1.7 0.3
O 0.2538 -0.2197 -0.9691 -0.4 2.8 -2.3
O -3.6423 1.5048 0.4234 -0.6 1.2 -0.7
H -2.8596 0.9648 0.3135 -0.8 0.0 0.7
H -4.2376 1.2076 -0.2647 -0.1 -0.1 -0.1
C 2.8539 -1.4536 -0.6781 2.3 6.6 0.1
O 3.0994 -0.2597 -0.7686 0.4 0.1 0.1
N 3.7362 -2.3338 -0.3083 3.2 -4.4 1.5
N 1.7122 -1.9508 -0.9164 -2.8 -5.7 -1.2
H 3.3752 -3.2566 -0.1127 0.5 0.1 0.1
H 4.7277 -2.2157 -0.1563 -0.5 0.6 -0.3
H 0.7776 -1.5684 -0.9329 3.2 -0.2 0.0
H 1.7906 -2.9249 -1.1718 -0.5 0.1 -0.2
C 1.9629 2.0042 1.6699 -1.4 -2.2 -2.3
O 2.3507 2.8246 0.9359 2.2 4.7 -2.3
N 1.0522 1.1151 1.2816 0.9 1.1 -1.1
N 2.4601 1.7032 2.8412 1.5 -1.0 4.7
H 0.4782 1.2699 0.4651 2.8 1.4 1.6
H 0.7238 0.4597 1.9764 0.4 3.5 -1.6
H 1.9934 0.9577 3.3377 0.4 0.3 0.2
H 3.3573 2.0138 3.1856 -0.4 0.2 -0.4
C -0.3080 -1.5695 -3.6804 -2.4 -0.6 -2.1
O -0.2562 -2.0879 -4.8072 1.0 0.5 0.7
N -0.9632 -0.4661 -3.3572 -1.8 -0.9 -2.0
N 0.0633 -2.1425 -2.5409 0.0 -3.3 -0.5
H -0.9789 -0.2648 -2.3676 -0.2 -0.5 -3.4
H -1.1482 0.2729 -4.0203 -1.3 -1.5 0.2
H -0.2916 -1.8155 -1.6536 -0.8 -0.9 -1.5
H 0.3459 -3.1057 -2.6530 -0.1 0.2 0.2
C -0.9787 3.2834 2.1902 -1.3 2.2 -2.5
O -0.9781 4.3863 2.6585 0.8 3.8 1.4
N -1.1678 2.2656 2.9123 -0.5 -4.3 5.1
N -1.0513 3.0062 0.9222 0.1 0.8 -3.0
H -1.1370 1.2958 2.6316 0.0 0.6 0.4
H -1.0876 2.5646 3.8737 -0.1 -0.9 0.2
H -1.1053 2.0332 0.6568 -0.3 2.7 1.3
H -0.9980 3.7188 0.2084 0.1 -0.2 0.5
C 1.4506 1.9452 -3.3043 3.7 2.0 3.9
O 2.1549 2.3471 -2.3635 -0.3 0.3 -1.0
N 1.8118 2.0343 -4.5587 1.4 0.7 -3.1
N 0.3330 1.3707 -3.1243 -2.2 -0.5 -1.5
H 2.6077 2.6421 -4.6895 -0.2 -0.5 -0.7
H 1.2782 1.5320 -5.2537 0.7 0.6 -0.3
H -0.0032 1.2579 -2.1786 1.2 0.9 -2.7
H -0.0886 0.9760 -3.9528 1.3 1.3 1.1
C 0.5482 -1.0389 2.3695 -0.7 -4.4 -3.9
O -0.0073 -0.1445 2.8945 -3.0 1.3 5.5
N 0.5144 -1.2513 1.0538 -1.0 -2.3 1.2
N 1.2813 -1.9104 2.9643 2.8 -3.2 3.9
H 0.1111 -0.5397 0.4613 1.5 -2.2 2.3
H 0.8123 -2.1291 0.6528 0.2 0.6 0.9
H 1.4973 -1.7239 3.9332 -0.1 -0.4 -0.1
H 1.6438 -2.7460 2.5279 0.1 0.6 0.1
C -3.1758 -1.6426 1.7829 -0.8 3.9 -0.7
O -3.3629 -0.4485 1.8499 -0.1 0.8 1.5
N -3.8329 -2.5061 2.4496 -3.7 -3.7 4.4
N -2.4545 -2.1333 0.8522 3.8 -2.0 -3.9
H -4.4658 -2.0940 3.1202 0.1 -0.3 0.1
H -3.5301 -3.4554 2.6143 0.0 0.3 -0.1
H -2.4091 -3.1252 0.6673 0.3 0.4 -0.1
H -1.8192 -1.4493 0.4666 -0.1 -0.8 -0.1
```
Forces are in eV/Å.

---

[4]
A 9-piece molecular cluster, C7H30ClN8O8 overall in a non-equilibrium geometry. Source: the OMol25 dataset; level of theory: the ωB97M-V functional and the def2-TZVPD basis.

Results
- LUMO energy (eV) = 2.5
- 2S+1 = 1
- E (eV) = -48577.4773
- Kohn-Sham gap (eV) = 9.6
- charge = -1

The geometry in XYZ format:
```
54
Properties=species:S:1:pos:R:3:forces:R:3
Cl 11.7175 10.4255 5.6527 0.5 0.0 0.1
C 12.1164 14.2204 6.7566 0.0 0.4 -1.2
O 12.3266 15.3901 7.0469 -0.4 -0.5 0.0
N 12.3572 13.1839 7.5846 0.4 -0.7 1.1
N 11.5416 13.7826 5.5500 0.7 2.0 -1.0
H 12.6249 13.4321 8.5221 0.5 -0.2 -0.1
H 12.3682 12.1972 7.3067 -0.4 0.6 -0.1
H 11.5791 14.5502 4.8218 -0.1 -1.3 1.3
H 12.0208 12.9483 5.2316 -0.5 -0.4 -0.2
C 8.9175 12.7454 8.6708 0.1 -2.7 -2.9
O 8.0558 12.3363 9.4151 -1.6 -0.7 1.2
N 9.2036 12.1447 7.4500 -0.5 1.7 2.6
N 9.7171 13.7523 8.9697 2.4 1.5 -1.5
H 8.7989 11.3248 7.1243 -1.1 -1.6 -0.5
H 9.8086 12.6175 6.8564 1.2 0.6 -1.3
H 9.7314 13.9026 9.9327 0.2 0.7 1.6
H 10.6363 13.7504 8.4624 -1.5 0.1 1.0
C 5.9799 9.2929 8.7129 -0.8 -0.7 -0.3
O 5.4406 8.2856 8.2284 0.5 0.8 0.6
N 7.0357 9.2307 9.6038 0.5 -0.6 -0.4
N 5.4704 10.5514 8.4705 1.3 0.8 0.6
H 7.6463 10.0458 9.5767 0.0 -0.2 0.3
H 7.4985 8.2995 9.6905 -0.7 1.4 -0.3
H 6.0486 11.4070 8.6664 -0.8 -1.4 -0.3
H 4.7752 10.5958 7.7486 0.1 0.0 -0.1
C 7.9323 5.4244 6.3904 -2.5 -0.7 0.8
O 7.3869 4.3262 6.5397 0.4 0.8 0.0
N 9.1528 5.5744 5.8739 1.3 0.3 -0.6
N 7.2948 6.6433 6.6778 0.1 -0.6 0.0
H 9.7805 4.7801 5.8499 -0.4 0.3 0.0
H 9.5405 6.5074 5.8548 0.4 -0.3 0.1
H 7.9399 7.3576 6.9477 0.2 0.5 0.2
H 6.4222 6.6968 7.2195 0.7 -0.4 -0.4
C 10.9360 6.6382 9.0126 0.2 -0.4 -0.5
C 11.5271 7.7313 8.1564 1.1 0.7 0.5
C 13.0584 7.6392 8.0905 0.4 -0.8 1.5
O 10.9683 7.6902 6.8757 -0.8 -1.9 -0.3
H 11.1718 5.6696 8.5297 -0.6 0.3 0.1
H 9.8776 6.8176 9.1826 -0.2 -0.4 -0.3
H 11.3822 6.5739 9.9890 0.4 0.3 0.5
H 11.2599 8.6977 8.5381 -0.1 0.7 0.7
H 13.5259 8.2975 7.3644 -0.2 -0.2 -0.4
H 13.2886 6.5770 7.9446 0.3 0.2 -0.7
H 13.5823 7.8672 9.0582 -0.9 0.0 -0.6
H 11.3135 8.4150 6.3691 0.3 1.2 -0.5
O 8.6006 9.8899 5.5091 0.5 2.0 0.0
H 8.3969 8.9747 5.5007 0.2 -1.3 -0.2
H 9.5642 10.0749 5.3534 -0.8 -0.7 0.2
O 13.7171 10.3900 9.1163 -1.2 0.4 0.1
H 14.6338 10.3448 8.9127 1.2 0.0 -0.2
H 13.2848 10.3403 8.2511 -0.1 -0.1 0.1
O 12.4562 6.8132 4.2173 0.2 0.0 -0.2
H 12.5212 7.7532 4.4698 -0.4 -0.7 0.2
H 11.9425 6.3219 4.8753 0.2 0.8 0.0
```
Forces are in eV/Å.

---

[5]
A 8-piece molecular cluster, C7H30NO7 overall in a non-equilibrium geometry. Source: the OMol25 dataset; level of theory: the ωB97M-V functional and the def2-TZVPD basis.

Results
- LUMO energy (eV) = -2.6
- relative energy (zero: lowest compared OMol25 entry of this formula, charge and spin) (eV) = 3.565
- 2S+1 = 1
- E (eV) = -23560.2091
- Kohn-Sham gap (eV) = 9.0
- charge = +1

The geometry in XYZ format:
```
45
Properties=species:S:1:pos:R:3:forces:R:3
C -1.1768 -2.7948 -0.3377 -3.0 2.0 -0.9
C -1.1974 -1.3950 0.3740 -0.3 -3.1 0.7
C -0.9490 -0.2614 -0.5443 -0.4 -0.1 -2.1
C -2.0172 0.7512 -0.5581 0.9 4.4 1.9
C -1.7493 2.1036 -0.4288 -0.5 -2.5 -1.3
C -0.4605 2.7594 -0.2113 2.4 -0.6 2.9
C -3.4094 0.3725 -0.7675 -3.7 1.7 -2.1
N -0.0838 -1.4369 1.4832 -2.4 3.7 -2.4
H -0.2390 -3.1170 -0.6738 1.5 -0.8 0.2
H -1.7982 -2.7761 -1.2631 0.6 0.9 0.2
H -1.8549 -3.4789 0.1106 0.5 -1.2 1.5
H -2.1933 -1.2972 0.9159 1.4 -0.1 -0.5
H 0.0279 0.1396 -0.4053 0.8 0.6 0.2
H -0.9483 -0.6064 -1.6169 0.2 0.0 1.2
H -2.5118 2.8616 -0.6090 -0.5 -0.6 0.1
H -0.7089 3.6839 0.3435 0.7 -0.2 -0.3
H 0.2234 2.9840 -1.0114 -0.4 0.3 -1.0
H 0.2907 2.1390 0.4712 -1.7 1.0 -0.9
H -3.5854 0.8141 -1.8292 -0.2 -1.4 1.3
H -3.7134 -0.6763 -0.7414 0.4 0.1 -0.1
H -4.2854 0.9685 -0.2342 2.2 -1.1 -0.4
H -0.2393 -2.2735 2.0192 -0.2 0.4 1.3
H 0.8137 -1.4989 1.0287 1.1 0.3 -0.3
H -0.2815 -0.3468 1.8369 1.0 -4.0 0.8
H 3.4310 0.0664 -1.9388 1.9 -1.5 0.9
H 4.1791 -1.2974 -1.9322 0.1 -0.2 -0.4
O 4.1655 -0.4676 -1.4594 -1.3 1.6 -0.6
H -0.1464 0.1841 3.9186 0.4 -0.3 0.4
H -1.4958 0.6063 3.5013 0.1 -0.8 0.1
O -0.9502 -0.2225 3.5828 -0.6 1.6 -0.1
H 1.9429 -0.2584 -4.1411 0.7 0.6 0.5
H 1.5281 -0.9836 -2.9481 0.8 0.9 0.3
O 2.2168 -0.3129 -3.2015 -2.0 -1.3 -1.1
H -0.5298 -2.0681 -4.0852 0.1 0.5 2.1
H -0.0647 -2.5683 -2.6916 0.2 -0.9 0.3
O -0.4604 -1.8129 -3.1043 -0.1 0.0 -3.0
H -2.2121 2.9920 2.5044 -0.4 -0.4 -0.3
H -2.6394 1.5514 2.0025 -2.3 -1.1 -2.8
O -2.1359 2.0344 2.5761 2.5 1.6 3.2
H 4.0623 1.9538 1.6544 2.0 0.9 -0.6
H 2.5890 2.2068 1.2906 -1.4 1.9 -1.9
O 3.1769 1.7415 1.8095 -0.5 -2.5 2.6
H 2.9640 0.1053 1.2159 0.0 -0.6 -0.4
H 3.4075 -0.8290 0.0298 0.2 0.3 -0.3
O 2.7788 -0.7519 0.7640 -1.0 0.0 0.9
```
Forces are in eV/Å.

---

The highest E belongs to which entry?
C7H29NO7

---

What is the formula in the first record?
C7H29NO7

---

Which of these has the lowest Kohn-Sham gap?
C7H2InO7

---

Number 2 is which compound?
C7H2InO7